Record 1
C5H11CuO4 as an isolated structure at a distorted geometry, computed with the ωB97M-V functional and the def2-TZVPD basis.

Results
Total charge: 0
Orbital gap, eV: 7.9
2S+1: 1
Energy above the lowest of the compared OMol25 structures with the same formula, charge and spin, kcal per mole: 13.58

```
21
Properties=species:S:1:pos:R:3:forces:R:3
O -0.70083 0.64859 0.37696 0.32 -1.01 0.12
C 0.54397 0.59434 -0.18241 -0.46 2.00 -0.75
O 0.71932 1.03563 -1.36240 0.25 -1.13 -0.46
O 1.35495 1.05035 0.81824 -0.14 -1.31 -0.06
C 2.73405 1.17058 0.52638 0.38 -0.25 -0.43
H 3.23859 1.34020 1.48278 -0.15 0.04 -0.25
H 3.11461 0.24386 0.07410 -0.09 0.15 0.15
H 2.93065 1.99183 -0.17555 -0.13 -0.09 0.24
C -1.81771 0.47222 -0.48641 0.21 0.01 -0.68
H -1.81027 1.26622 -1.24844 0.02 -0.14 0.21
H -1.72636 -0.48634 -1.02371 0.00 0.15 0.22
C -3.07971 0.52545 0.34144 -0.12 -0.03 0.20
H -3.10929 -0.29725 1.06854 0.01 0.22 -0.17
H -3.14507 1.47636 0.88752 0.02 -0.25 -0.15
H -3.95433 0.44028 -0.31764 0.20 0.02 0.17
Cu 0.98016 -0.66216 -2.68683 -0.20 0.45 1.89
O 0.90145 -1.25456 -0.60586 -0.08 1.33 -0.38
C 0.73477 -2.19787 0.40371 0.00 -0.08 0.37
H 1.22960 -3.14678 0.13923 -0.21 0.15 0.09
H 1.19369 -1.82836 1.33943 -0.06 -0.15 -0.19
H -0.33224 -2.38260 0.63093 0.25 -0.10 -0.13
```
Positions in Å, forces in eV/Å.

Record 2
A 2-piece molecular cluster, C5H11F3IN2O3PSi overall at a distorted geometry, computed with the ωB97M-V functional and the def2-TZVPD basis.

Results
Total charge: 0
Orbital gap, eV: 9.6
2S+1: 1
SMILES: N=P(O)(O)[Si@@](O)(I)CCC(F)(F)F.CC#N

```
27
Properties=species:S:1:pos:R:3:forces:R:3
N 3.86010 0.23673 2.48121 -0.24 -0.17 -0.12
P 2.89380 0.61464 1.32990 1.14 -0.97 0.92
O 3.76600 0.85291 -0.00704 -1.05 0.63 -0.20
O 2.12693 1.98628 1.62282 -0.19 0.45 -0.45
Si 1.40607 -1.01712 0.89150 -0.26 -0.17 -0.85
O 2.25834 -2.16418 0.05196 -0.20 0.09 0.70
I 0.75391 -1.96689 3.04670 0.10 0.12 -0.08
C 0.00659 -0.47073 -0.21453 -0.14 0.41 0.83
C -1.00139 0.49935 0.43426 0.43 -0.39 -0.85
C -2.08411 -0.17781 1.23216 0.48 1.52 -0.75
F -3.27703 0.11983 0.73188 -1.57 0.48 -0.84
F -2.02399 -1.47249 1.22345 0.33 -2.43 0.15
F -2.11374 0.24429 2.46990 0.16 0.38 2.03
H 3.63118 -0.66963 2.87017 0.20 0.06 0.34
H 3.22339 1.37646 -0.62062 0.42 -0.03 -0.22
H 2.57150 2.40217 2.37597 -0.06 0.07 0.10
H 2.69697 -2.73905 0.69312 0.23 -0.17 -0.38
H -0.50867 -1.31545 -0.63785 -0.16 -0.52 -0.09
H 0.43759 0.04354 -1.06048 0.37 0.22 -0.30
H -1.52333 1.01171 -0.35861 -0.02 0.23 -0.20
H -0.50124 1.26635 1.00252 0.09 0.17 0.49
C -3.16593 -0.02271 -3.40469 -0.02 -0.01 0.01
C -1.98104 0.70632 -2.97549 -1.25 -0.73 -0.56
N -1.05762 1.27546 -2.64074 1.28 0.81 0.34
H -3.31528 0.11592 -4.47282 -0.01 0.00 -0.02
H -3.04128 -1.08270 -3.19517 -0.01 -0.03 0.00
H -4.03770 0.34681 -2.86948 -0.02 -0.01 0.01
```
Positions in Å, forces in eV/Å.

Record 3
A 2-piece molecular cluster, C5H11FSi overall at a distorted geometry, computed with the ωB97M-V functional and the def2-TZVPD basis.

Results
Total charge: 0
Orbital gap, eV: 7.5
2S+1: 1
Energy above the lowest of the compared OMol25 structures with the same formula, charge and spin, kcal per mole: 41.68

```
18
Properties=species:S:1:pos:R:3:forces:R:3
C 2.60310 0.79173 1.70710 -0.12 1.19 1.20
C 2.20913 0.45746 0.47017 2.41 1.07 1.25
C -1.59288 -0.48300 -1.54249 -3.11 -1.56 -0.02
C -1.85721 0.16903 1.58807 1.42 -1.22 0.94
C 1.41486 -0.67291 0.22130 -3.90 0.42 0.48
F -1.19584 1.97686 -0.59495 0.12 -0.13 0.66
Si -1.10632 0.46545 -0.03663 2.72 -1.89 -1.21
H 3.26890 1.64013 1.95855 -0.41 -0.59 -0.51
H 2.10420 0.36679 2.60211 0.47 -0.09 -0.68
H 2.70532 0.99236 -0.37578 -0.74 -0.50 0.54
H -1.17869 0.04806 -2.34886 0.80 0.67 -1.21
H -1.43328 -1.57551 -1.72233 0.40 0.94 0.70
H -2.73315 -0.40445 -1.73794 1.47 0.16 0.46
H -2.03231 1.09461 2.07931 -0.25 0.70 0.72
H -2.71207 -0.46456 1.61230 -1.12 -0.16 -0.40
H -1.12780 -0.46313 2.18073 -0.45 1.06 -0.52
H 1.19937 -1.48856 0.96453 0.47 1.13 -0.74
H 1.47679 -0.93209 -0.78115 -0.18 -1.19 -1.68
```
Positions in Å, forces in eV/Å.

Record 4
A 2-piece molecular cluster, C5H11IO2S overall at a distorted geometry, computed with the ωB97M-V functional and the def2-TZVPD basis.

Results
Total charge: 0
Orbital gap (alpha / beta), eV: 6.0 / 6.0
2S+1: 1
Energy above the lowest of the compared OMol25 structures with the same formula, charge and spin, kcal per mole: 40.16

```
20
Properties=species:S:1:pos:R:3:forces:R:3
C -2.09491 1.04472 0.76980 0.94 -0.48 -0.83
C -0.38052 -0.37612 -1.55062 0.08 2.05 1.72
C 0.10434 -1.72168 0.50131 -0.32 2.96 2.58
C -0.58888 0.73545 0.74313 0.92 2.07 3.27
C -0.26145 -0.38500 -0.03733 2.59 -2.71 -3.24
O 2.71052 1.44254 1.02259 0.61 0.25 0.53
O 1.89712 1.38145 -1.28364 0.91 0.37 -0.39
S 2.31182 0.64375 -0.10262 -2.13 -0.57 -0.30
I 4.17844 -1.01472 -0.74437 0.19 0.00 -0.07
H -2.27609 1.94700 1.30073 -0.12 0.83 0.23
H -2.58807 0.25759 1.26966 -0.91 -0.90 0.43
H -2.39778 1.10406 -0.27732 -0.46 0.21 0.30
H -0.37106 -1.30373 -1.96770 -0.79 -3.14 -0.62
H -1.26557 0.17985 -1.82320 0.04 0.39 -0.52
H 0.52907 -0.03869 -2.07384 -0.22 1.08 0.65
H 0.79653 -1.60503 1.31500 0.25 0.38 0.76
H 0.60140 -2.34597 -0.10234 1.35 -2.14 -2.96
H -0.71124 -2.20414 0.95573 -1.56 -0.73 0.43
H -0.07080 0.64358 1.80099 -1.38 0.14 -1.88
H -0.12287 1.61512 0.28405 0.01 -0.06 -0.10
```
Positions in Å, forces in eV/Å.

Record 5
An isolated ion of composition C5H11N and charge -1 at a distorted geometry, computed with the ωB97M-V functional and the def2-TZVPD basis.

Results
Total charge: -1
Orbital gap (alpha / beta), eV: 2.7 / 7.6
2S+1: 2
Energy above the lowest of the compared OMol25 structures with the same formula, charge and spin, kcal per mole: 43.44

```
17
Properties=species:S:1:pos:R:3:forces:R:3
C -1.67636 0.18849 1.81108 -2.08 -1.93 -2.36
N -0.52378 -0.53152 1.25778 -0.38 0.39 0.42
C -0.03625 -0.07332 0.05852 2.67 -0.39 -1.97
C 1.14995 -0.53141 -0.44876 0.24 -0.57 0.13
C 1.85767 -0.32149 -1.80657 0.28 -0.97 -0.06
C -0.60014 1.08778 -0.74568 -1.27 2.53 0.42
H -1.45573 0.83873 2.65616 0.00 0.24 -0.16
H -2.21313 0.69315 0.83926 0.91 -0.95 3.27
H -2.38084 -0.65949 2.09335 0.32 1.34 0.23
H -0.35742 -1.51292 1.58565 -0.12 1.76 -0.87
H 1.77184 -1.16594 0.20836 -0.51 0.06 -0.26
H 2.19246 -1.34261 -2.20340 -0.57 1.06 0.46
H 1.26323 0.13093 -2.64736 0.56 -0.15 1.05
H 2.84752 0.19135 -1.66083 -0.96 0.06 -0.24
H -0.62557 0.96802 -1.85192 -0.08 -0.51 0.84
H 0.10254 2.00589 -0.63307 -1.04 -1.33 0.13
H -1.64768 1.47321 -0.40219 2.03 -0.64 -1.02
```
Positions in Å, forces in eV/Å.

Record 6
One molecule with the formula C5H11N at a distorted geometry, computed with the ωB97M-V functional and the def2-TZVPD basis.

Results
Total charge: 0
Orbital gap, eV: 10.8
2S+1: 1
SMILES: C=NCCCC
Energy above the lowest of the compared OMol25 structures with the same formula, charge and spin, kcal per mole: 36.48

```
17
Properties=species:S:1:pos:R:3:forces:R:3
C 1.65164 -1.14454 0.72758 0.13 2.82 0.91
C 1.44066 0.30183 0.15810 1.17 0.23 0.32
C 0.28602 1.02791 0.86151 -0.43 -1.06 0.41
C -1.07268 0.48778 0.42136 -0.73 1.06 -1.07
C -1.38443 -0.83097 -1.43564 -0.34 0.33 -0.03
N -1.25318 0.38385 -1.07613 -0.39 -1.49 1.17
H 2.58949 -1.58522 0.37900 -0.81 -0.57 -0.55
H 0.66003 -1.59150 0.68065 0.61 -1.03 -0.19
H 1.87788 -0.89970 1.77248 -0.28 -0.61 0.20
H 1.32463 0.23366 -0.92539 -0.25 0.34 0.06
H 2.35209 0.91316 0.34593 -0.35 -0.51 -0.23
H 0.30108 2.11349 0.86022 0.22 0.13 -0.77
H 0.32435 0.82084 1.93942 0.26 -0.17 -0.03
H -1.42224 -0.43187 0.92512 0.61 0.12 -0.22
H -1.84969 1.23549 0.64477 0.24 -0.18 0.30
H -1.89924 -1.10904 -2.34545 0.51 0.34 -0.76
H -1.11374 -1.71250 -0.84238 -0.18 0.24 0.47
```
Positions in Å, forces in eV/Å.

Question: What is the 2S+1 in the third record?
Answer: 1

Copy entry 3 word for word.
A 2-piece molecular cluster, C5H11FSi overall at a distorted geometry, computed with the ωB97M-V functional and the def2-TZVPD basis.

Results
Total charge: 0
Orbital gap, eV: 7.5
2S+1: 1
Energy above the lowest of the compared OMol25 structures with the same formula, charge and spin, kcal per mole: 41.68

```
18
Properties=species:S:1:pos:R:3:forces:R:3
C 2.60310 0.79173 1.70710 -0.12 1.19 1.20
C 2.20913 0.45746 0.47017 2.41 1.07 1.25
C -1.59288 -0.48300 -1.54249 -3.11 -1.56 -0.02
C -1.85721 0.16903 1.58807 1.42 -1.22 0.94
C 1.41486 -0.67291 0.22130 -3.90 0.42 0.48
F -1.19584 1.97686 -0.59495 0.12 -0.13 0.66
Si -1.10632 0.46545 -0.03663 2.72 -1.89 -1.21
H 3.26890 1.64013 1.95855 -0.41 -0.59 -0.51
H 2.10420 0.36679 2.60211 0.47 -0.09 -0.68
H 2.70532 0.99236 -0.37578 -0.74 -0.50 0.54
H -1.17869 0.04806 -2.34886 0.80 0.67 -1.21
H -1.43328 -1.57551 -1.72233 0.40 0.94 0.70
H -2.73315 -0.40445 -1.73794 1.47 0.16 0.46
H -2.03231 1.09461 2.07931 -0.25 0.70 0.72
H -2.71207 -0.46456 1.61230 -1.12 -0.16 -0.40
H -1.12780 -0.46313 2.18073 -0.45 1.06 -0.52
H 1.19937 -1.48856 0.96453 0.47 1.13 -0.74
H 1.47679 -0.93209 -0.78115 -0.18 -1.19 -1.68
```
Positions in Å, forces in eV/Å.

Question: Among the records above, which one has the lowest total charge?
Answer: number 5